(1)
The following is a DFT calculation (ωB97M-V with the def2-TZVPD basis set) of C5H7LiO5Zn as an isolated structure at a distorted geometry.

Its expectation value of S² is 0.752. The calculation puts the LUMO energy (spin up / spin down) at -3.63 / -4.81 eV. The gap between HOMO and LUMO (spin up / spin down) comes out at 7.88 / 7.50 eV.

Structure (ORCA input):
```
! wB97M-V def2-TZVPD RIJCOSX def2/J DEFGRID3
* xyz 1 2
Zn -1.10686 1.01076 2.40179
H -0.00643 3.53984 0.00300
H -2.07844 3.77169 -1.24739
C 0.10509 -1.95717 1.29155
C 1.64174 -1.04268 -1.83942
Li 0.95013 0.83597 0.02247
O 0.57088 -1.25485 0.25936
C -1.92318 2.89387 -0.62055
O -0.12496 -3.13078 1.29031
H 0.09319 -2.43903 -1.40402
H 2.01172 -1.49509 -2.77711
C -0.78083 2.76374 0.07497
H 1.65185 -2.79575 -0.63056
O -0.46692 1.70509 0.82794
C 0.95885 -1.98415 -0.89853
O 1.74247 0.14626 -1.62427
H -2.74391 2.17581 -0.53387
O -0.13235 -1.11616 2.30614
H -0.36203 -1.62738 3.09819
*
```

These are the natural (NBO) partial charges, in e, on atoms 1 to 2: number 1, Zn, carries 0.920; number 2, H, carries 0.175

=====

(2)
The following is a DFT calculation (ωB97M-V with the def2-TZVPD basis set) of a 2-piece molecular cluster, C9H10ClOP overall at a distorted geometry.

The calculation puts the LUMO energy (spin up / spin down) at -0.97 / -0.60 eV. The gap between HOMO and LUMO (spin up / spin down) comes out at 5.95 / 8.52 eV.

Structure (ORCA input):
```
! wB97M-V def2-TZVPD RIJCOSX def2/J DEFGRID3
* xyz 0 1
H -0.74326 -0.95042 -2.64999
H -2.39561 -2.74451 -1.99523
C -0.81938 -0.02159 -0.71118
O 0.58937 2.17716 -0.16104
C -2.41384 -0.81088 0.85481
C 1.97308 -0.50599 1.07921
H 1.28022 -1.04611 0.35187
C -1.53583 0.11931 0.51703
H 1.26883 -0.13342 1.90117
H 1.65876 3.28444 1.04141
H -1.21812 0.83755 1.20496
P 0.62020 0.90929 -1.28065
Cl 4.28171 -0.94964 -0.21188
H 2.16843 3.39562 -0.67067
C 3.24919 -0.31788 0.91669
C -2.12401 -2.01805 -1.23590
H -3.43040 -2.51227 0.45954
C 1.90246 2.75901 0.15979
C -1.20529 -1.01223 -1.68044
C -2.73422 -1.87423 -0.03452
H -2.90818 -0.56431 1.75285
H 2.53588 1.97917 0.39213
*
```

These are the natural (NBO) partial charges, in e, on atoms 1 to 2: number 1, H, carries 0.219; number 2, H, carries 0.220

=====

One value per record, in order, for electronic energy: -2357.56884; -1225.54394 Eh.
One value per record, in order, for relative energy (zero: lowest compared OMol25 entry of this formula, charge and spin): 0.0; 82.3 kcal per mole.